[1]
The following is a DFT calculation (ωB97M-V/def2-TZVPD) of a cluster of 3 separate species, C4H12ClO6S2 in total.

## Properties
Electronic energy: -1867.11368 Ha
<S²>: 0.758
Highest occupied orbital energy (alpha / beta): -0.294 / -0.294 hartree
Spin multiplicity: 2

XYZ file:
```
25
C4H12ClO6S2 | OMol25 | ωB97M-V/def2-TZVPD
Cl 0.22801 0.10014 0.07831
O -0.93143 0.39726 -0.66482
O 0.41854 1.18859 1.03579
O -0.00901 -1.14230 0.67635
O 1.33700 -0.17417 -0.84744
C 4.10560 1.41226 1.36997
S 4.67973 2.98202 0.48475
O 5.95085 2.55769 -0.33708
C 3.29415 3.31352 -0.75034
H 4.95101 0.90662 1.83657
H 3.52055 0.81661 0.66924
H 3.38046 1.76363 2.10400
H 3.52220 4.28322 -1.19282
H 2.31642 3.43891 -0.28513
H 3.09608 2.39453 -1.30200
C -4.05746 -1.25738 -1.14205
S -5.00791 -2.62776 -0.40827
O -5.17312 -3.61108 -1.56361
C -3.71511 -3.38310 0.77682
H -3.64308 -0.69470 -0.30553
H -4.62410 -0.54805 -1.74527
H -3.12404 -1.60238 -1.58680
H -4.31213 -3.99181 1.45589
H -3.27820 -2.56904 1.35519
H -2.92506 -3.95331 0.28816
```

Which charges does Löwdin predict for the atoms? In e, they are: number 1, Cl, carries 0.589; number 2, O, carries -0.364; number 3, O, carries -0.398; number 4, O, carries -0.355; number 5, O, carries -0.406; number 6, C, carries -0.132; number 7, S, carries 1.094; number 8, O, carries -0.297; number 9, C, carries -0.144; number 10, H, carries 0.074; number 11, H, carries 0.058; number 12, H, carries 0.069; number 13, H, carries 0.066; number 14, H, carries 0.076; number 15, H, carries 0.077; number 16, C, carries -0.276; number 17, S, carries 0.832; number 18, O, carries -0.606; number 19, C, carries -0.221; number 20, H, carries 0.033; number 21, H, carries 0.052; number 22, H, carries 0.058; number 23, H, carries 0.029; number 24, H, carries 0.037; number 25, H, carries 0.054

***

[2]
The following is a DFT calculation (ωB97M-V/def2-TZVPD) of the molecule C3H5NO2S2.

## Properties
Electronic energy: -1118.84967 Ha
SMILES string: CONC(=S)C(O)=S
Energy relative to the best compared isomer or geometry (same formula, charge and spin): 61.3 kcal/mol
Highest occupied orbital energy: -0.334 hartree

XYZ file:
```
13
C3H5NO2S2 | OMol25 | ωB97M-V/def2-TZVPD
C 1.99096 1.13564 0.11564
O 1.47061 0.27836 -0.87281
N 0.11436 0.20516 -0.72530
C -0.49073 -0.66222 0.06666
S 0.26303 -1.73356 1.08054
C -2.01667 -0.72793 -0.11339
O -2.65066 -1.56035 0.67519
S -2.84162 0.26795 -1.14382
H 3.06726 1.07839 -0.07065
H 1.66751 2.18104 0.00841
H 1.79760 0.85011 1.16689
H -0.41427 0.74020 -1.40206
H -1.95737 -2.05280 1.21469
```

Which charges does Löwdin predict for the atoms? In e, they are: number 1, C, carries -0.101; number 2, O, carries -0.132; number 3, N, carries -0.057; number 4, C, carries -0.758; number 5, S, carries 0.752; number 6, C, carries -0.849; number 7, O, carries -0.027; number 8, S, carries 0.744; number 9, H, carries 0.098; number 10, H, carries 0.093; number 11, H, carries 0.080; number 12, H, carries 0.103; number 13, H, carries 0.054

***

[3]
The following is a DFT calculation (ωB97M-V/def2-TZVPD) of the ion C3H9NOS with charge +1.

## Properties
Electronic energy: -647.53806 Ha
Total charge: +1
<S²>: 0.756
Energy relative to the best compared isomer or geometry (same formula, charge and spin): 14.9 kcal/mol
Highest occupied orbital energy (alpha / beta): -0.507 / -0.496 hartree
Spin multiplicity: 2

XYZ file:
```
15
C3H9NOS | OMol25 | ωB97M-V/def2-TZVPD
C -0.72810 -0.47603 0.59498
C -0.00937 -1.25776 -0.53727
S 1.54819 -2.02486 0.03280
N -1.29163 0.73796 0.03930
C -0.98807 2.05551 0.46488
O -0.34476 2.88124 -0.49104
H 0.00754 -0.19862 1.35161
H -1.47974 -1.08905 1.09316
H -0.65504 -2.05328 -0.90834
H 0.21390 -0.61298 -1.38659
H 2.32114 -1.50740 -0.96363
H -1.89404 0.57260 -0.76408
H -0.28974 2.03225 1.29677
H -1.95742 2.49011 0.74616
H 0.58203 2.65226 -0.48190
```

Which charges does Löwdin predict for the atoms? In e, they are: number 1, C, carries -0.192; number 2, C, carries -0.511; number 3, S, carries 0.800; number 4, N, carries 0.156; number 5, C, carries -0.208; number 6, O, carries 0.024; number 7, H, carries 0.113; number 8, H, carries 0.154; number 9, H, carries 0.080; number 10, H, carries 0.081; number 11, H, carries -0.099; number 12, H, carries 0.186; number 13, H, carries 0.148; number 14, H, carries 0.169; number 15, H, carries 0.100

***

[4]
The following is a DFT calculation (ωB97M-V/def2-TZVPD) of a cluster of 2 separate species, C2H9O in total.

## Properties
Electronic energy: -156.44990 Ha
Total charge: +1
Energy relative to the best compared isomer or geometry (same formula, charge and spin): 22.8 kcal/mol
Highest occupied orbital energy: -0.523 hartree

XYZ file:
```
12
C2H9O | OMol25 | ωB97M-V/def2-TZVPD
O -2.11954 -0.82856 1.84051
H -3.03167 -0.35673 1.98613
H -1.86101 -1.74742 1.85523
H -1.72375 -0.45792 1.07477
C 1.95494 0.39851 -0.66433
C 0.67197 0.64320 -1.50576
H 2.63081 1.27896 -0.48640
H 1.66882 -0.26461 0.31198
H 2.76274 -0.21916 -1.17913
H 0.85330 1.00658 -2.65220
H -0.02118 1.38105 -1.18049
H -0.08313 -0.24254 -1.43346
```

Which charges does Löwdin predict for the atoms? In e, they are: number 1, O, carries 0.369; number 2, H, carries 0.278; number 3, H, carries 0.191; number 4, H, carries 0.150; number 5, C, carries -0.198; number 6, C, carries -0.216; number 7, H, carries 0.068; number 8, H, carries 0.091; number 9, H, carries 0.071; number 10, H, carries 0.123; number 11, H, carries 0.009; number 12, H, carries 0.062

***

[5]
The following is a DFT calculation (ωB97M-V/def2-TZVPD) of a structure of composition H14NaO7.

## Properties
Electronic energy: -697.23751 Ha
Total charge: +1
Energy relative to the best compared isomer or geometry (same formula, charge and spin): 16.4 kcal/mol
Highest occupied orbital energy: -0.498 hartree

XYZ file:
```
22
H14NaO7 | OMol25 | ωB97M-V/def2-TZVPD
Na -0.02745 0.25085 -0.05241
O 1.85908 0.81973 2.07867
H 2.31419 0.02451 2.35567
H 2.47642 1.52699 2.26554
O -2.24319 0.71157 1.18791
H -2.81608 0.47483 1.91728
H -2.32454 1.66273 1.11780
O -0.32930 -1.88431 1.56226
H -0.63579 -2.78603 1.46636
H -0.85487 -1.52704 2.27806
O 1.15352 -0.29456 -3.28141
H 1.03794 -1.10327 -3.78027
H 1.53593 -0.57754 -2.45079
O 2.09020 -0.97272 -0.81307
H 2.80306 -0.45403 -0.44021
H 2.27178 -1.86881 -0.52973
O -0.18425 2.56933 -0.77107
H -0.69452 2.82611 -0.00301
H -0.11740 3.36889 -1.29305
O -2.13593 -0.75563 -1.12073
H -2.60896 -1.54807 -1.37472
H -2.56994 -0.46361 -0.31912
```

Which charges does Löwdin predict for the atoms? In e, they are: number 1, Na, carries 0.492; number 2, O, carries -0.027; number 3, H, carries 0.047; number 4, H, carries 0.054; number 5, O, carries -0.013; number 6, H, carries 0.081; number 7, H, carries 0.068; number 8, O, carries -0.023; number 9, H, carries 0.060; number 10, H, carries 0.045; number 11, O, carries -0.052; number 12, H, carries 0.038; number 13, H, carries -0.040; number 14, O, carries -0.017; number 15, H, carries 0.075; number 16, H, carries 0.084; number 17, O, carries -0.010; number 18, H, carries 0.040; number 19, H, carries 0.073; number 20, O, carries -0.032; number 21, H, carries 0.059; number 22, H, carries -0.001